No. 1
The following is a DFT calculation (wB97M-V/def2-TZVPD) of a 2-piece molecular cluster, C5H11NO overall at a distorted geometry.

Output
energy above the lowest of the compared OMol25 structures with the same formula, charge and spin: 3.9592 eV
orbital gap: 8.946 eV
multiplicity: 1
SMILES: C=N/C=C/CC.O

Last column: Löwdin charge in e.
Positions of all 18 atoms, in Å:
C -0.040 -0.800 2.330  -0.008
N -0.481 -0.752 1.158  -0.034
C -0.229 0.091 0.158  -0.177
C -0.441 1.510 0.059  -0.048
C -0.218 2.174 -1.311  -0.283
C 0.232 1.336 -2.516  -0.116
H -0.294 -1.670 2.844  0.052
H 0.587 -0.221 2.909  0.061
H 0.208 -0.360 -0.691  0.069
H -0.737 1.962 0.905  0.042
H -1.137 2.719 -1.565  0.098
H 0.624 2.923 -0.971  0.133
H 1.238 0.898 -2.368  0.085
H 0.156 2.018 -3.292  0.041
H -0.478 0.478 -2.441  0.080
O 0.847 -2.892 0.477  -0.074
H 0.251 -3.695 0.647  0.091
H 0.351 -2.521 -0.222  -0.013

---

No. 2
The following is a DFT calculation (wB97M-V/def2-TZVPD) of C18H28Br33NO3P as an isolated structure at a distorted geometry.

Output
charge: -1
orbital gap: 5.102 eV
multiplicity: 1

Last column: Löwdin charge in e.
Positions of all 84 atoms, in Å:
C 2.756 1.358 1.650  -0.063
C 2.122 1.981 0.301  -0.447
O 2.183 3.214 0.142  -0.063
N 1.554 1.014 -0.665  -0.170
P 0.353 1.766 -1.800  0.387
C -1.020 0.518 -1.339  -0.370
C -1.088 0.118 0.209  -0.421
C -0.764 -1.439 0.329  -0.074
O -2.501 0.263 0.634  -0.176
C 2.737 0.467 -1.367  -0.451
C 3.267 -0.979 -0.900  -0.039
O 3.356 1.081 -2.262  0.023
H 3.200 2.204 2.265  -0.026
H 3.639 0.705 1.310  0.069
H 1.993 0.721 2.201  0.073
H -0.174 2.657 -0.779  -0.060
H 1.333 2.715 -2.261  -0.029
H 0.822 0.863 -2.862  -0.032
H -0.572 2.321 -2.804  -0.064
H -1.013 -0.453 -1.965  0.003
H -2.026 1.022 -1.584  0.047
H -0.490 0.788 0.903  0.093
H 0.331 -1.710 0.193  0.053
H -1.157 -1.877 1.320  0.079
H -1.372 -1.976 -0.485  0.050
H -2.531 1.150 1.043  -0.035
H 2.641 -1.788 -1.420  0.080
H 4.349 -1.073 -1.255  0.083
H 3.214 -1.107 0.230  0.013
C 3.950 -4.070 2.284  -1.588
Br 2.475 -2.829 2.497  0.571
Br 4.225 -4.554 0.427  0.570
Br 5.576 -3.404 3.103  0.551
H 3.677 -4.981 2.812  -0.030
C -2.954 3.550 3.969  -1.598
Br -1.709 2.940 2.609  0.591
Br -4.439 4.522 3.185  0.545
Br -3.567 2.104 5.108  0.546
H -2.414 4.250 4.604  -0.041
C -2.978 -1.796 -4.717  -1.583
Br -3.204 -1.468 -2.823  0.640
Br -1.415 -0.891 -5.421  0.579
Br -2.956 -3.694 -5.119  0.522
H -3.844 -1.374 -5.221  -0.032
C 2.746 -1.736 6.343  -1.573
Br 3.030 -1.218 8.190  0.568
Br 0.860 -1.826 5.901  0.597
Br 3.716 -0.592 5.116  0.519
H 3.149 -2.740 6.228  -0.027
C 0.359 1.664 7.115  -1.599
Br -1.101 1.885 8.373  0.554
Br -0.126 2.263 5.336  0.553
Br 1.986 2.514 7.743  0.540
H 0.562 0.597 7.047  -0.122
C -0.482 6.831 0.877  -1.591
Br 1.394 6.854 1.360  0.554
Br -0.865 5.479 -0.456  0.598
Br -1.615 6.644 2.441  0.532
H -0.711 7.796 0.430  -0.032
C 0.590 -6.305 -4.287  -1.606
Br 0.666 -4.850 -3.009  0.567
Br -1.156 -7.150 -4.314  0.542
Br 1.141 -5.738 -6.057  0.565
H 1.302 -7.057 -3.957  -0.031
C -5.992 -1.180 0.428  -1.602
Br -5.577 -3.029 0.838  0.551
Br -6.750 -0.990 -1.347  0.523
Br -7.121 -0.376 1.784  0.545
H -5.049 -0.633 0.433  -0.046
C -6.054 3.260 -2.068  -1.613
Br -4.579 3.043 -0.830  0.574
Br -6.430 5.130 -2.423  0.549
Br -5.772 2.259 -3.703  0.542
H -6.937 2.844 -1.588  -0.032
C 6.103 3.680 2.237  -1.578
Br 7.362 3.028 0.915  0.563
Br 4.656 4.678 1.426  0.632
Br 5.435 2.250 3.365  0.593
H 6.645 4.368 2.881  -0.033
C -0.118 -6.904 -9.711  -1.630
Br -1.739 -6.006 -9.146  0.549
Br -0.468 -8.716 -10.307  0.548
Br 0.845 -5.880 -11.047  0.554
H 0.527 -6.975 -8.838  -0.071

---

No. 3
The following is a DFT calculation (wB97M-V/def2-TZVPD) of C30H45F4N6O5ReS2 as an isolated structure at a distorted geometry.

Output
energy above the lowest of the compared OMol25 structures with the same formula, charge and spin: 1.2038 eV
expectation value of S²: 0.81
charge: +3
orbital gap (spin up / spin down): 6.849 / 7.285 eV
multiplicity: 2

Last column: Löwdin spin population.
Positions of all 93 atoms, in Å:
Re 0.791 0.185 0.350  1.012
C 3.318 -0.774 1.735  0.002
N 2.835 -0.398 0.363  0.010
C 3.753 0.660 -0.148  0.023
C 2.991 -1.619 -0.487  0.001
C 1.758 -2.504 -0.341  0.001
N 0.665 -1.728 0.288  -0.097
C -0.532 -2.415 0.578  0.001
C -1.528 -1.701 1.239  -0.014
F -1.273 -0.356 1.436  0.029
C -2.738 -2.231 1.614  0.002
F -3.616 -1.460 2.243  0.002
C -3.024 -3.549 1.304  -0.024
C -2.086 -4.273 0.603  0.003
F -2.341 -5.513 0.242  0.003
C -0.853 -3.732 0.230  -0.022
F -0.026 -4.496 -0.466  -0.008
H 4.368 -1.053 1.653  0.000
H 2.746 -1.623 2.100  0.000
H 3.210 0.065 2.410  0.000
H 4.729 0.213 -0.344  0.004
H 3.869 1.432 0.607  0.000
H 3.359 1.091 -1.067  0.004
H 3.898 -2.141 -0.180  0.000
H 3.139 -1.309 -1.517  0.000
H 1.942 -3.417 0.224  -0.003
H 1.414 -2.809 -1.334  -0.004
H -3.969 -3.993 1.587  -0.001
C -4.709 -3.567 -4.033  0.000
C -3.446 -4.402 -4.131  0.000
S -1.975 -3.539 -3.659  0.000
O -2.213 -2.834 -2.403  0.000
O -0.858 -4.434 -3.717  0.000
C -1.700 -2.271 -4.920  0.000
C -1.889 -0.831 -4.455  0.000
N -0.770 -0.410 -3.578  0.002
C -0.871 -0.130 -2.267  0.005
N 0.359 0.049 -1.734  0.004
C 1.253 -0.035 -2.779  0.005
C 0.560 -0.305 -3.904  0.001
N 1.120 -0.406 -5.238  0.000
O 0.343 -0.530 -6.157  0.000
O 2.324 -0.361 -5.291  0.000
C -2.161 -0.017 -1.540  0.000
H -5.569 -4.198 -4.255  0.000
H -4.713 -2.752 -4.758  0.000
H -4.835 -3.159 -3.032  0.000
H -3.256 -4.767 -5.141  0.000
H -3.457 -5.268 -3.465  0.000
H -2.341 -2.469 -5.779  0.000
H -0.678 -2.456 -5.245  0.000
H -2.791 -0.717 -3.860  0.000
H -1.932 -0.160 -5.310  0.000
H 2.310 0.121 -2.688  0.000
H -2.747 0.819 -1.930  0.000
H -1.996 0.157 -0.482  0.000
H -2.742 -0.930 -1.647  0.000
N -0.127 2.181 -0.040  0.015
C 0.693 3.373 -0.351  0.012
C 1.936 3.524 0.233  0.008
C 2.681 4.662 -0.051  0.000
C 2.174 5.628 -0.908  0.003
C 0.915 5.469 -1.473  0.002
C 0.163 4.338 -1.193  0.002
H -0.760 2.068 -0.831  0.001
H -0.733 2.422 0.752  0.000
H 2.300 2.789 0.942  0.002
H 3.653 4.797 0.402  0.000
H 2.756 6.511 -1.130  0.000
H 0.515 6.227 -2.131  0.000
H -0.822 4.219 -1.629  0.000
C -1.055 4.555 3.978  0.000
C 0.368 4.336 3.485  0.000
C 0.947 2.987 3.903  0.000
S 0.015 1.607 3.184  0.002
O 1.091 0.895 2.260  0.011
C -0.190 0.494 4.576  0.001
C 1.100 -0.093 5.135  0.000
C 0.831 -0.759 6.481  0.000
H -1.446 5.502 3.612  0.000
H -1.093 4.585 5.067  0.000
H -1.742 3.772 3.643  0.000
H 1.026 5.095 3.914  0.000
H 0.445 4.457 2.403  0.000
H 0.926 2.864 4.986  0.000
H 1.969 2.829 3.557  0.000
H -0.892 -0.272 4.242  0.000
H -0.715 1.120 5.304  0.000
H 1.857 0.685 5.249  0.000
H 1.493 -0.825 4.427  0.000
H 0.480 -0.035 7.215  0.000
H 1.742 -1.212 6.869  0.000
H 0.079 -1.543 6.393  0.000

---

No. 4
The following is a DFT calculation (wB97M-V/def2-TZVPD) of C7H8O3 as an isolated structure at a distorted geometry.

Output
energy above the lowest of the compared OMol25 structures with the same formula, charge and spin: 10.0064 eV
orbital gap (spin up / spin down): 7.745 / 7.744 eV
multiplicity: 1

Last column: Löwdin charge in e.
Positions of all 18 atoms, in Å:
O -1.416 -2.023 -1.709  -0.069
C -1.724 -1.423 -0.467  -0.240
C -0.617 -0.622 0.072  0.060
C 0.285 0.000 0.586  0.057
C 1.400 0.698 1.202  -0.342
C 2.843 0.509 0.871  -0.293
O 2.366 1.248 -0.110  0.030
C 1.055 1.704 2.202  -0.054
C 0.747 2.578 2.978  0.152
H -0.759 -2.717 -1.591  0.112
H -2.591 -0.771 -0.638  0.134
H -2.024 -2.178 0.277  0.130
H 3.583 0.957 1.550  0.115
H 2.308 -0.491 1.582  0.223
H 0.334 3.276 3.686  0.042
O -2.067 -0.337 -3.854  -0.071
H -1.859 0.538 -3.514  0.028
H -1.864 -0.947 -3.123  -0.014

---

No. 5
The following is a DFT calculation (wB97M-V/def2-TZVPD) of a 2-piece molecular cluster, C2H8N2O overall at a distorted geometry.

Output
energy above the lowest of the compared OMol25 structures with the same formula, charge and spin: 1.9993 eV
orbital gap: 8.312 eV
multiplicity: 1
SMILES: N/C=C/N.O

Last column: Löwdin charge in e.
Positions of all 13 atoms, in Å:
N 1.909 0.608 -0.530  0.023
C 1.087 -0.236 0.198  -0.256
C 0.529 -0.037 1.393  -0.217
N -0.011 -1.114 2.180  -0.015
H 2.170 1.431 -0.014  0.075
H 1.683 0.800 -1.489  0.071
H 0.869 -1.225 -0.202  0.105
H 0.829 0.775 2.048  0.099
H 0.047 -2.008 1.704  0.060
H 0.544 -1.233 3.011  0.057
O -3.121 0.578 -2.429  -0.062
H -4.008 0.758 -2.754  0.031
H -2.527 0.903 -3.114  0.030

---

No. 6
The following is a DFT calculation (wB97M-V/def2-TZVPD) of an isolated ion of composition C7H15N2 and charge +1 at a distorted geometry.

Output
energy above the lowest of the compared OMol25 structures with the same formula, charge and spin: 1.1197 eV
charge: +1
orbital gap: 10.798 eV
multiplicity: 1
SMILES: C[C@H]1[NH+]=CN(C)C1(C)C

Last column: Löwdin charge in e.
Positions of all 24 atoms, in Å:
C 2.443 0.162 0.560  -0.016
C 1.285 -0.272 -0.386  -0.214
N 0.915 -1.717 -0.392  0.111
C -0.311 -1.828 -0.023  -0.098
N -0.989 -0.737 0.094  -0.090
C -2.344 -0.622 0.477  -0.004
C -0.179 0.469 -0.211  -0.430
C -0.173 1.540 0.891  0.004
C -0.645 1.004 -1.487  -0.011
H 1.935 0.324 1.521  0.088
H 2.770 1.017 0.133  0.050
H 3.181 -0.629 0.602  0.090
H 1.863 -0.070 -1.387  0.174
H 1.749 -2.402 -0.276  0.222
H -0.762 -2.836 0.031  0.189
H -2.480 0.329 0.898  0.080
H -2.995 -0.870 -0.486  0.157
H -2.508 -1.449 1.201  0.117
H -0.948 2.242 0.758  0.087
H 0.725 2.013 0.889  0.052
H -0.291 1.115 1.883  0.107
H -1.740 1.043 -1.416  0.100
H -0.321 0.230 -2.293  0.142
H -0.183 1.944 -1.580  0.090

---

No. 7
The following is a DFT calculation (wB97M-V/def2-TZVPD) of an isolated ion of composition C5H14NS and charge +1 at a distorted geometry.

Output
energy above the lowest of the compared OMol25 structures with the same formula, charge and spin: 1.0929 eV
charge: +1
orbital gap: 8.929 eV
multiplicity: 1
SMILES: CSCC[C@H](C)[NH3+]

Last column: Löwdin charge in e.
Positions of all 21 atoms, in Å:
C 0.265 -0.638 3.502  -0.409
S 0.760 -0.413 1.803  0.819
C -0.838 -0.697 0.952  -0.446
C -0.890 0.065 -0.400  -0.237
C 0.402 0.613 -0.955  -0.276
C 0.133 1.602 -2.042  -0.080
N 0.907 -0.693 -1.905  0.219
H 1.117 -0.389 4.137  0.043
H -0.024 -1.674 3.766  0.058
H -0.580 0.020 3.678  0.038
H -1.680 -0.390 1.609  0.094
H -0.997 -1.762 0.839  0.071
H -1.613 0.867 -0.273  0.125
H -1.469 -0.469 -1.184  0.132
H 1.276 0.804 -0.346  0.098
H -0.581 1.427 -2.844  0.101
H 1.080 1.947 -2.514  0.104
H -0.193 2.582 -1.638  0.112
H 1.212 -0.403 -2.830  0.147
H 1.633 -1.127 -1.337  0.151
H 0.082 -1.271 -2.017  0.136

---

No. 8
The following is a DFT calculation (wB97M-V/def2-TZVPD) of a 3-piece molecular cluster, C33H70N5O5 overall.

Output
charge: +1
orbital gap: 5.826 eV
multiplicity: 1

Last column: Löwdin charge in e.
Positions of all 113 atoms, in Å:
C 0.309 0.867 4.996  -0.119
C -0.124 2.014 5.911  -0.227
C -0.664 3.293 5.227  -0.191
C -0.436 3.438 3.719  -0.214
C -1.566 2.857 2.875  -0.208
C -1.407 3.088 1.368  -0.193
C -0.064 2.661 0.776  -0.196
C 0.373 1.224 1.045  -0.197
C -0.315 0.164 0.174  -0.192
C -1.679 -0.337 0.657  -0.172
C -1.669 -1.054 2.020  -0.195
C -0.415 -1.871 2.292  -0.211
C -0.499 -2.561 3.655  -0.160
C 0.685 -3.485 3.930  -0.087
N 1.920 -2.677 4.047  -0.068
C 2.232 -2.095 5.183  -0.012
C 3.330 -1.253 5.247  0.030
C 4.056 -1.067 4.095  0.068
C 3.658 -1.745 2.932  -0.199
C 4.345 -1.587 1.611  -0.082
C 5.739 -1.004 1.626  -0.373
O 5.657 0.346 2.076  -0.037
C 6.777 -1.805 2.449  -0.205
N 6.392 -3.214 2.632  0.022
N 2.604 -2.534 2.919  0.218
H 0.504 -0.015 5.612  0.050
H -0.469 0.594 4.283  0.044
H 1.213 1.104 4.434  0.073
H -0.885 1.620 6.586  0.103
H 0.726 2.267 6.546  0.100
H -0.214 4.144 5.737  0.104
H -1.736 3.352 5.412  0.106
H -0.409 4.509 3.498  0.120
H 0.539 3.052 3.419  0.098
H -1.727 1.794 3.076  0.081
H -2.486 3.359 3.183  0.117
H -2.239 2.612 0.851  0.100
H -1.517 4.161 1.186  0.114
H -0.112 2.833 -0.299  0.080
H 0.701 3.337 1.164  0.109
H 1.447 1.167 0.836  0.106
H 0.262 0.968 2.103  0.074
H -0.448 0.581 -0.828  0.115
H 0.343 -0.698 0.041  0.099
H -2.061 -1.022 -0.103  0.097
H -2.376 0.498 0.702  0.100
H -2.526 -1.733 2.039  0.106
H -1.843 -0.333 2.821  0.089
H 0.437 -1.191 2.301  0.088
H -0.276 -2.635 1.526  0.111
H -0.503 -1.798 4.440  0.098
H -1.426 -3.124 3.757  0.129
H 0.861 -4.188 3.123  0.134
H 0.560 -4.014 4.872  0.131
H 1.597 -2.283 6.035  0.152
H 3.560 -0.765 6.181  0.133
H 4.890 -0.382 4.063  0.121
H 3.703 -0.930 1.018  0.137
H 4.363 -2.556 1.121  0.128
H 6.077 -1.010 0.585  0.147
H 6.495 0.779 1.884  0.108
H 7.731 -1.737 1.929  0.118
H 6.923 -1.293 3.403  0.110
H 6.269 -3.402 3.620  0.071
H 7.164 -3.812 2.364  0.077
C 1.682 3.138 -6.928  -0.117
O 1.948 4.377 -6.304  -0.194
C 1.157 5.463 -6.772  -0.215
C 0.171 5.927 -5.722  -0.217
N -0.869 4.935 -5.488  -0.051
C -1.745 5.209 -4.354  -0.199
C -1.133 5.315 -2.962  -0.222
O -0.639 4.095 -2.436  -0.195
C 0.655 3.731 -2.882  -0.099
H 2.474 2.451 -6.634  0.087
H 0.721 2.712 -6.618  0.078
H 1.688 3.231 -8.017  0.089
H 0.640 5.191 -7.697  0.123
H 1.838 6.288 -6.996  0.123
H -0.298 6.853 -6.068  0.126
H 0.745 6.165 -4.816  0.104
H -0.441 4.027 -5.365  0.070
H -2.495 4.414 -4.324  0.120
H -2.281 6.141 -4.557  0.119
H -1.932 5.622 -2.283  0.121
H -0.357 6.088 -2.904  0.113
H 1.286 4.607 -3.051  0.091
H 0.620 3.131 -3.795  0.077
H 1.113 3.119 -2.103  0.074
C -2.177 -4.017 -0.384  -0.116
O -2.247 -3.262 -1.571  -0.197
C -1.529 -3.806 -2.675  -0.210
C -2.458 -4.331 -3.746  -0.217
N -3.168 -5.521 -3.303  -0.052
C -4.220 -5.989 -4.203  -0.197
C -5.390 -5.061 -4.506  -0.227
O -6.257 -4.829 -3.413  -0.176
C -5.859 -3.811 -2.520  -0.104
H -2.577 -3.396 0.418  0.073
H -2.771 -4.936 -0.437  0.085
H -1.140 -4.277 -0.141  0.084
H -0.846 -4.592 -2.336  0.122
H -0.930 -2.996 -3.099  0.122
H -1.860 -4.586 -4.626  0.126
H -3.131 -3.510 -4.030  0.107
H -3.571 -5.350 -2.392  0.070
H -4.631 -6.904 -3.771  0.121
H -3.754 -6.270 -5.153  0.119
H -6.002 -5.554 -5.265  0.123
H -5.065 -4.105 -4.937  0.112
H -5.348 -2.994 -3.039  0.088
H -5.211 -4.192 -1.724  0.071
H -6.760 -3.415 -2.053  0.089